1.
Here is C11H22N13RuSSb as an isolated structure from the OMol25 dataset. Energies are from ωB97M-V with the def2-TZVPD basis set.

Structure (XYZ):
```
49
Properties=species:S:1:pos:R:3:forces:R:3
Ru -0.9848 -0.4557 0.0452 -1.84 1.02 -0.42
C -5.3230 2.4417 -1.2173 0.02 0.02 0.04
C -4.1018 2.7463 -0.4369 -0.11 0.04 0.06
N -3.8536 3.8332 0.2269 0.14 -0.12 0.02
N -2.6399 3.6224 0.8234 -0.15 0.07 -0.07
C -2.1354 2.4391 0.5326 0.29 0.07 -0.04
S -0.6934 1.6422 1.0199 0.13 -0.32 0.34
N -3.0399 1.8694 -0.2632 -0.07 -0.01 -0.20
N -2.8386 0.5725 -0.7502 0.66 -0.36 0.07
H -5.8542 3.3700 -1.4102 -0.01 0.00 0.00
H -5.9767 1.7786 -0.6478 0.01 -0.02 -0.01
H -5.0857 1.9646 -2.1685 0.00 0.03 -0.02
H -2.2424 4.3355 1.4179 -0.02 0.01 0.00
H -3.4773 -0.0594 -0.2260 -0.21 0.09 -0.05
H -3.0439 0.5634 -1.7467 0.15 -0.08 -0.04
N -1.5807 -3.9742 0.1255 0.02 0.14 -0.03
C -2.5350 -3.0742 0.5638 0.15 -0.23 -0.14
N -3.7270 -3.4272 0.9749 -0.24 0.31 0.15
N -4.3404 -2.2665 1.2694 0.11 -0.28 -0.08
N -3.5610 -1.2722 1.0565 0.07 0.03 -0.03
N -2.3644 -1.7473 0.6010 -0.20 -0.40 0.54
C -0.4110 -3.5315 -0.3470 -0.11 -0.10 0.11
N 0.6917 -4.3000 -0.5678 0.02 0.09 -0.07
N 1.6434 -3.4865 -0.8797 0.00 -0.04 0.06
N 1.1708 -2.2609 -0.9259 -0.58 0.03 -0.22
N -0.1642 -2.2499 -0.5826 0.79 0.13 0.06
H -1.7521 -4.9651 0.2322 -0.02 -0.01 0.00
C 5.2253 -0.3875 -0.5411 0.01 -0.02 0.00
C 4.1038 -1.4191 -0.4285 0.05 0.11 -0.10
Sb 2.1675 -0.5842 -0.2621 1.19 -0.51 0.00
C 1.8085 -0.6654 1.8333 -0.19 0.27 -0.04
C 2.4655 0.5199 2.5408 0.04 -0.12 0.08
C 2.0596 1.0179 -1.6421 -0.25 0.03 0.18
C 2.6437 2.2738 -0.9967 -0.02 0.04 -0.16
H 6.1751 -0.9086 -0.6550 0.00 0.00 0.01
H 5.3060 0.2402 0.3469 -0.01 0.00 0.00
H 5.1083 0.2562 -1.4134 0.00 -0.01 0.00
H 4.2076 -2.0577 0.4493 0.04 -0.03 -0.03
H 4.0478 -2.0642 -1.3069 0.05 -0.03 0.02
H 2.2572 -1.6302 2.0772 0.00 0.02 0.09
H 0.7352 -0.7145 2.0259 0.01 -0.03 0.09
H 3.5266 0.6079 2.3035 0.00 0.00 0.00
H 2.3884 0.3633 3.6168 0.00 0.02 0.01
H 1.9733 1.4632 2.3087 0.00 -0.01 -0.03
H 1.0161 1.1282 -1.9289 0.04 0.07 -0.11
H 2.6409 0.6303 -2.4797 -0.01 0.10 -0.06
H 2.0181 2.6382 -0.1822 0.00 -0.03 0.01
H 2.6861 3.0565 -1.7546 0.01 0.01 0.01
H 3.6597 2.1275 -0.6307 -0.01 -0.02 0.01
```
Positions in Å, forces in eV/Å.

Net charge: +2
Lowest unoccupied orbital energy (alpha / beta) (eV): -7.732 / -7.783
Relative energy (zero: lowest compared OMol25 entry of this formula, charge and spin) (kcal/mol): 10.1
HOMO level (alpha / beta) (eV): -14.955 / -14.945
Electronic energy (eV): -51070.107
HOMO-LUMO gap (alpha / beta) (eV): 7.223 / 7.161

=====

2.
Here is the molecule C11H22N2O3 from the OMol25 dataset. Energies are from ωB97M-V with the def2-TZVPD basis set.

Structure (XYZ):
```
38
Properties=species:S:1:pos:R:3:forces:R:3
C 2.0590 -0.6149 0.3376 -1.82 2.46 3.12
C 0.6521 0.1453 0.5255 1.84 -1.91 2.56
C 3.1585 0.4824 0.5477 -3.14 -0.05 -0.42
C 3.0029 1.5073 -0.6348 0.98 0.42 0.64
C 4.4859 -0.1752 0.5721 1.05 5.45 -0.96
C -1.5026 0.5587 -0.4606 1.04 1.74 5.75
C -1.6146 2.0607 -0.2268 -0.05 -1.69 -1.99
C -2.4019 -0.2965 0.6561 0.46 2.88 2.82
C -3.9634 0.2293 0.7587 -0.11 -0.62 -0.92
C -2.2362 -1.7876 0.4049 -1.98 2.59 0.11
C -2.7352 -1.8595 -1.0110 -1.29 -4.30 -1.73
H 2.7320 -1.9749 -0.7734 0.71 -0.56 -0.95
H 1.2035 -1.7814 -0.7630 -1.06 -1.12 -0.86
H 2.0436 -1.3636 1.2483 0.21 1.38 -1.55
H 2.8683 1.0688 1.4525 0.43 -0.88 -0.31
H 2.6905 1.0552 -1.5586 0.11 -0.59 -0.42
H 2.2020 2.2313 -0.4212 0.47 0.00 0.17
H 3.9818 2.0276 -0.8485 -1.06 -0.30 0.37
H 4.6669 -0.9488 1.2244 0.22 -1.71 1.48
H 4.5861 -0.3917 -0.4770 1.16 -0.60 -0.35
H 5.0781 0.8190 0.8582 0.06 -2.63 -0.73
H 0.4348 -0.0760 -1.2921 -0.02 -0.33 -2.75
H -1.8387 -0.0246 -1.1433 -3.24 -1.25 -5.89
H -2.0405 -0.0985 1.6984 0.15 0.12 -1.04
H -4.1778 1.0924 1.5457 0.73 -2.18 -1.75
H -4.6378 -0.7136 0.9113 1.19 1.70 0.19
H -4.2818 0.5905 -0.2731 0.28 -0.09 1.34
H -1.2889 -2.0985 0.6731 2.56 -0.52 -0.47
H -2.7412 -2.1791 1.2897 -1.18 -0.80 -0.84
H -2.0870 -1.5593 -1.8444 0.21 0.13 0.65
H -3.6900 -1.3669 -1.1276 -0.05 0.52 0.10
H -3.0250 -2.8986 -1.3783 0.50 0.77 0.68
H -0.7061 3.6611 -0.2530 0.11 -1.87 -1.80
N 2.0366 -1.2670 -0.9289 0.88 -0.53 0.19
N -0.1390 0.1811 -0.5536 1.02 0.25 3.37
O 0.3751 0.4139 1.6933 -0.51 0.74 -1.12
O -2.4811 2.5591 0.3873 -1.76 1.15 1.75
O -0.6688 2.7925 -0.8155 0.94 2.21 1.58
```
Positions in Å, forces in eV/Å.

Lowest unoccupied orbital energy (eV): 0.670
Relative energy (zero: lowest compared OMol25 entry of this formula, charge and spin) (kcal/mol): 120.8
HOMO level (eV): -9.240
Electronic energy (eV): -20883.314
HOMO-LUMO gap (eV): 9.911

=====

3.
Here is the molecule C11H22N2O3 from the OMol25 dataset. Energies are from ωB97M-V with the def2-TZVPD basis set.

Structure (XYZ):
```
38
Properties=species:S:1:pos:R:3:forces:R:3
C 1.3074 -1.5263 0.5765 -1.10 0.34 1.00
C 0.0593 -0.5868 0.7977 1.98 -0.50 -0.07
C 2.6118 -0.9338 1.1311 0.03 0.07 1.47
C 3.3958 0.1363 0.3786 1.36 0.95 -0.89
C 2.6375 1.4593 0.1493 -1.42 -1.73 -0.19
C 3.9508 -0.3410 -0.9914 -1.06 -1.90 -1.29
C -2.3278 -0.2685 0.2941 0.99 0.86 0.29
C -3.3280 -1.3466 -0.0267 1.51 -1.40 -0.98
C -2.6408 1.0605 -0.4730 0.80 -1.46 -0.96
C -1.4114 1.8823 -0.7688 -0.07 0.62 -0.28
C -3.6966 1.8223 0.2289 -1.00 1.85 0.08
H 1.3273 -2.7667 -1.0719 -0.29 -0.67 -0.43
H 1.0528 -1.1535 -1.4621 -0.20 -0.14 0.02
H 1.0275 -2.4711 1.1723 0.61 1.17 -0.85
H 3.2681 -1.7867 1.2880 0.25 -0.19 -0.15
H 2.4717 -0.5267 2.1590 -0.34 -0.31 -0.59
H 4.3394 0.3430 1.0207 -1.60 -0.11 -0.75
H 3.2941 2.2110 -0.1807 0.94 1.09 -0.14
H 1.8845 1.3559 -0.6882 0.56 -0.11 0.84
H 2.0923 1.7102 1.0502 -0.07 0.48 0.07
H 4.8453 -0.9726 -0.7759 -0.57 0.29 -0.55
H 3.1119 -1.0285 -1.5247 2.52 1.71 1.30
H 4.2212 0.4382 -1.7518 -0.10 -0.31 1.09
H -1.0368 -1.7421 -0.3898 0.06 -0.98 -0.83
H -2.3891 0.0130 1.3414 0.07 -0.30 0.34
H -3.0175 0.6866 -1.4330 -0.19 0.41 -0.16
H -0.7506 1.3534 -1.4184 0.38 -0.49 -0.78
H -0.7841 2.0403 0.1079 -0.41 0.62 0.19
H -1.7365 2.8000 -1.3219 0.50 -0.49 0.78
H -4.0490 2.7160 -0.3852 0.15 -1.37 0.53
H -4.5028 1.1445 0.4824 -0.55 0.27 -0.01
H -3.3622 2.3017 1.1591 0.25 -0.39 -0.05
H -4.9235 -2.1434 0.6707 0.22 0.01 -0.50
N 1.4399 -1.8188 -0.8150 -0.23 -0.48 -0.25
N -0.9913 -0.8555 0.0365 -2.30 0.40 -0.43
O 0.0875 0.3543 1.5383 0.05 1.18 1.49
O -3.1078 -2.2082 -0.8573 -0.32 0.48 0.28
O -4.3705 -1.3520 0.7534 -1.41 0.54 1.33
```
Positions in Å, forces in eV/Å.

Lowest unoccupied orbital energy (eV): 0.447
Relative energy (zero: lowest compared OMol25 entry of this formula, charge and spin) (kcal/mol): 45.4
HOMO level (eV): -8.607
Electronic energy (eV): -20886.584
HOMO-LUMO gap (eV): 9.054

=====

4.
Here is the molecule C11H22N2S from the OMol25 dataset. Energies are from ωB97M-V with the def2-TZVPD basis set.

Structure (XYZ):
```
36
Properties=species:S:1:pos:R:3:forces:R:3
C -4.4841 -1.7205 -0.9383 0.14 -0.06 0.19
H -4.2922 -1.2732 -1.9114 -0.02 0.04 -0.13
C -3.2895 -1.5176 -0.0131 -0.06 0.24 -0.28
H -2.4351 -2.0574 -0.4281 0.05 -0.04 0.07
H -3.5099 -1.9518 0.9648 0.08 -0.04 0.09
C -2.8929 -0.0460 0.1672 0.12 -0.26 0.37
C -3.9423 0.7126 0.9763 0.13 -0.03 -0.33
H -3.6888 1.7669 1.0507 -0.03 0.15 0.06
H -4.9198 0.6400 0.5070 -0.15 0.04 0.01
H -4.0121 0.3030 1.9821 -0.01 -0.05 0.15
C -1.5163 0.0171 0.8406 -0.09 0.20 -0.18
C -0.9258 1.4174 1.0209 -0.06 -0.07 -0.10
C -0.7870 2.2300 -0.2673 0.15 -0.25 0.09
H -1.7687 2.3952 -0.7122 -0.06 0.10 -0.06
C 0.1120 1.5728 -1.3190 -0.34 0.24 -0.06
N 1.4659 1.3788 -0.8538 0.00 0.71 0.00
C 1.9128 0.1921 -0.4199 0.98 -0.55 0.36
N 1.3583 -0.9286 -0.5851 -0.65 0.19 -0.53
C 2.0611 -2.0423 -0.0328 0.12 -0.21 0.26
H 2.1152 -2.8355 -0.7839 0.03 -0.03 0.16
H 1.4872 -2.4254 0.8201 0.11 -0.08 -0.06
C 3.4845 -1.6267 0.4157 0.21 0.09 -0.07
H 3.7282 -1.9897 1.4117 0.02 -0.05 -0.05
H 4.2468 -1.9611 -0.2882 -0.06 -0.06 0.08
S 3.5039 0.1879 0.4328 -0.28 -0.01 -0.01
H 1.9634 2.1956 -0.5358 -0.01 -0.09 -0.05
H -0.2700 0.5916 -1.5972 0.01 0.05 -0.09
H 0.1450 2.2068 -2.2118 -0.07 -0.15 0.02
H -0.3726 3.2107 -0.0154 -0.06 0.07 -0.06
H 0.0625 1.3052 1.4745 0.01 0.07 0.09
H -1.5362 1.9890 1.7226 0.06 0.04 0.08
H -1.5957 -0.4419 1.8298 0.00 -0.11 0.05
H -0.8129 -0.5829 0.2601 -0.03 -0.06 0.07
H -2.8229 0.4041 -0.8285 0.00 0.00 -0.07
H -4.6710 -2.7825 -1.0818 -0.09 -0.07 -0.07
H -5.3856 -1.2742 -0.5265 -0.14 0.03 -0.02
```
Positions in Å, forces in eV/Å.

Lowest unoccupied orbital energy (eV): 0.793
Relative energy (zero: lowest compared OMol25 entry of this formula, charge and spin) (kcal/mol): 10.5
HOMO level (eV): -8.427
Electronic energy (eV): -25579.924
HOMO-LUMO gap (eV): 9.220

=====

5.
Here is an isolated ion of composition C11H22N3 and charge +1 from the OMol25 dataset. Energies are from ωB97M-V with the def2-TZVPD basis set.

Structure (XYZ):
```
36
Properties=species:S:1:pos:R:3:forces:R:3
C 0.5514 0.7489 0.4590 1.16 -0.05 0.46
C -0.0501 -0.5267 -0.0934 3.04 1.45 0.75
C 1.6945 1.4166 0.0812 -2.75 -1.55 0.61
C -0.8973 -0.7189 -1.0746 -1.44 0.56 -0.18
C 0.3815 -0.0731 2.7427 -0.61 -0.25 0.48
C -0.1575 -1.4680 2.1931 1.18 3.72 -0.65
C 2.1276 2.6449 0.8590 -2.42 -0.41 0.07
C 2.4856 1.0099 -1.1576 -2.41 2.07 1.09
C -1.5214 -2.0560 -1.2196 -1.08 2.03 -0.96
C -1.6447 0.2907 -3.2432 -2.49 -0.52 0.01
C -1.5306 0.4989 -1.7937 0.86 -1.61 1.20
N -0.0769 0.9407 1.7528 0.29 1.48 0.75
N -1.4942 -1.2823 2.0535 -1.21 -2.04 0.95
N 0.4596 -1.6485 0.7937 -2.22 -1.01 -2.30
H -0.1983 0.0123 3.6973 0.48 0.29 -0.80
H 1.4674 -0.0855 3.0583 -0.84 0.06 -0.89
H 0.2166 -2.2053 2.8023 0.49 -2.18 1.25
H 3.0807 2.4325 1.2346 1.80 0.33 0.32
H 2.0721 3.4268 0.0891 0.47 0.35 0.76
H 1.4793 2.8834 1.7909 1.04 -0.24 -1.91
H 2.3749 1.8942 -1.7965 0.76 -0.35 -0.37
H 3.4434 0.8725 -0.7582 1.81 -0.33 -0.28
H 2.0380 0.1635 -1.6316 0.04 -0.62 -0.30
H -2.3818 -2.0201 -0.6228 -1.37 -0.10 1.37
H -1.9815 -2.2788 -2.1494 0.40 -0.29 -1.25
H -0.9197 -2.8027 -0.8759 1.35 -2.48 0.32
H -2.0714 1.1753 -3.6757 -0.68 0.16 -0.43
H -0.8365 0.0657 -3.8125 3.11 -0.48 -1.20
H -2.2675 -0.6077 -3.3488 -0.45 0.58 -0.57
H -2.5852 0.6246 -1.4953 0.62 0.20 0.73
H -0.8764 1.2967 -1.5315 -0.06 1.14 0.23
H -0.0862 1.9552 2.0553 0.15 -2.06 -0.15
H -1.7276 -0.3517 1.8798 -0.72 1.55 -0.49
H -2.0789 -1.9968 1.6741 -0.24 -0.22 0.04
H 0.0613 -2.4949 0.3051 0.73 0.65 1.26
H 1.4497 -1.7366 0.7587 1.22 0.22 0.10
```
Positions in Å, forces in eV/Å.

Net charge: +1
Lowest unoccupied orbital energy (eV): -2.718
Relative energy (zero: lowest compared OMol25 entry of this formula, charge and spin) (kcal/mol): 22.5
HOMO level (eV): -12.049
Electronic energy (eV): -16225.351
HOMO-LUMO gap (eV): 9.331

=====

6.
Here is the molecule C11H22N4 from the OMol25 dataset. Energies are from ωB97M-V with the def2-TZVPD basis set.

Structure (XYZ):
```
37
Properties=species:S:1:pos:R:3:forces:R:3
C -5.0388 -1.6676 -0.5288 0.20 -0.06 0.15
C -3.7487 -1.2659 0.1761 -0.14 0.19 -0.22
C -3.3941 0.1950 -0.0927 0.12 -0.11 0.34
C -2.1697 0.6802 0.6842 0.00 -0.07 -0.35
C -0.8682 0.0186 0.2342 -0.01 0.14 0.34
C 0.3655 0.5978 0.9308 -0.05 0.00 -0.11
C 0.7834 1.9722 0.4003 -0.04 -0.17 -0.08
C 1.4882 1.9265 -0.9591 0.08 0.18 0.19
H 1.3153 2.8679 -1.4850 -0.01 -0.06 -0.07
H 1.0751 1.1214 -1.5662 -0.04 0.01 -0.12
C 3.0075 1.7270 -0.8588 -0.26 0.03 -0.18
C 3.3746 0.3925 -0.3276 0.44 0.01 0.45
N 3.2602 -0.7586 -0.9538 -0.20 -0.01 -0.35
C 3.7116 -1.6694 -0.0522 -0.04 1.06 0.44
N 4.1119 -1.1388 1.0886 0.13 -0.64 0.31
N 3.8895 0.1847 0.9000 -0.19 0.00 -0.58
H 4.0929 0.8400 1.6363 -0.03 -0.04 -0.14
N 3.6768 -3.0092 -0.2988 0.02 -0.45 -0.02
H 4.2896 -3.5610 0.2785 0.00 -0.04 -0.09
H 3.6601 -3.2492 -1.2765 0.07 -0.03 0.07
H 3.4423 2.4996 -0.2200 0.01 0.04 -0.06
H 3.4346 1.8208 -1.8594 0.09 0.03 0.09
H -0.1056 2.5997 0.3158 0.01 0.09 0.07
H 1.4436 2.4529 1.1272 -0.01 0.11 0.03
H 1.1924 -0.1015 0.8103 0.05 -0.05 0.12
H 0.1564 0.6772 2.0006 0.03 -0.07 0.05
H -0.9150 -1.0486 0.4550 0.00 -0.06 -0.11
H -0.7636 0.1260 -0.8470 -0.01 -0.08 -0.12
H -2.0891 1.7615 0.5528 0.01 0.06 0.10
H -2.3205 0.4895 1.7497 0.01 0.05 0.08
H -4.2504 0.8165 0.1827 -0.06 0.02 -0.08
H -3.2193 0.3323 -1.1626 -0.05 0.05 -0.08
H -3.8618 -1.4161 1.2524 0.08 -0.04 0.06
H -2.9393 -1.9115 -0.1677 0.05 -0.05 0.08
H -5.2754 -2.7107 -0.3313 -0.10 -0.09 -0.04
H -4.9419 -1.5358 -1.6044 -0.05 0.00 -0.13
H -5.8701 -1.0561 -0.1839 -0.12 0.05 0.00
```
Positions in Å, forces in eV/Å.

Lowest unoccupied orbital energy (eV): 0.954
Relative energy (zero: lowest compared OMol25 entry of this formula, charge and spin) (kcal/mol): 1.4
HOMO level (eV): -8.375
Electronic energy (eV): -17725.172
HOMO-LUMO gap (eV): 9.328